1.
This record from the OMol25 dataset describes a molecular structure, C40H24Cl9N2O2P2S2W. The level of theory is ωB97M-V/def2-TZVPD.

Output
- Total charge: +1
- HOMO-LUMO gap (spin up / spin down): 0.2232 / 0.2234 Eh
- LUMO energy (spin up / spin down): -0.1644 / -0.1643 Ha
- Energy above the lowest of the compared OMol25 structures with the same formula, charge and spin: 0.0000 eV
- E_HOMO (spin up / spin down): -10.548 / -10.548 eV

Cartesian coordinates (Å):
C 4.436 0.869 -3.159
H -1.297 -4.762 1.024
C -4.091 2.362 2.998
H -1.389 5.175 2.829
S 1.539 2.246 -0.477
H -3.556 -5.210 0.124
C 3.548 1.215 2.488
C 0.161 1.374 -3.352
H 1.143 1.137 4.167
C -0.277 3.477 2.146
C 0.711 -4.040 -1.705
N 4.598 -0.362 -2.563
C 0.021 0.108 0.548
C -1.705 -3.185 -2.893
Cl -3.136 -2.607 -3.626
C -1.936 -3.941 0.724
C -3.374 1.906 1.901
H 3.975 -2.605 2.104
H 5.493 1.192 3.378
O 1.083 -1.688 -1.272
H 5.439 -0.914 -2.557
C 0.415 0.647 -4.530
H 5.770 -1.250 3.135
C -1.391 -4.539 -2.814
C -0.396 3.250 -4.854
Cl -2.499 -5.697 -3.431
C 0.439 2.343 2.524
H -3.056 0.107 5.307
Cl 0.599 0.203 -7.201
H 3.430 2.287 2.598
H 1.908 -1.511 1.301
C 3.151 1.221 -2.928
Cl 2.181 -4.490 -0.934
H 0.137 2.591 5.884
C 2.536 0.452 1.907
S -1.927 1.267 -1.048
H -5.009 -3.337 -0.570
H -0.480 -2.433 1.198
C 2.693 -0.924 1.761
Cl -0.897 4.878 -5.067
C 4.864 -0.774 2.785
N 2.530 0.214 -2.210
P 1.075 1.271 1.240
H -1.818 -0.746 3.354
C 0.587 2.018 3.872
H -4.530 2.077 5.074
C -0.149 2.477 -5.980
Cl -0.345 3.130 -7.550
C -0.687 3.968 4.459
C -2.555 0.792 2.031
C -4.025 -3.137 -0.168
W 0.432 0.166 -1.466
C 3.859 -1.534 2.205
O -0.978 -0.961 -2.247
H -4.740 3.221 2.897
H 2.632 2.113 -3.224
C 3.441 -0.724 -2.004
Cl -0.543 3.814 -2.281
C -2.302 -1.580 0.439
C -0.238 2.704 -3.572
P -1.712 0.111 0.601
C -3.143 0.609 4.353
C -0.800 -2.277 -2.360
C -0.837 4.290 3.117
C -3.971 1.718 4.220
C 0.384 -2.697 -1.786
H 5.227 1.370 -3.686
H -1.120 4.607 5.217
C -0.190 -4.965 -2.219
H -0.390 3.717 1.094
C -2.442 0.136 3.258
H -4.211 -1.013 -0.381
Cl 0.162 -6.641 -2.101
C -3.577 -1.831 -0.058
C -3.205 -4.191 0.221
C 0.022 2.835 4.837
H 3.287 -1.646 -1.473
Cl 0.971 -0.998 -4.455
C 4.709 0.601 2.926
C 0.270 1.160 -5.816
H -3.451 2.416 0.948
C -1.480 -2.634 0.829

=====

2.
This record from the OMol25 dataset describes a molecular structure, C48H36FeN4O6 at a distorted geometry. The level of theory is ωB97M-V/def2-TZVPD.

Output
- <S²>: 0.851
- Total charge: +1
- HOMO-LUMO gap (spin up / spin down): 0.1668 / 0.1653 Eh
- LUMO energy (spin up / spin down): -0.1696 / -0.1707 Ha
- E_HOMO (spin up / spin down): -9.154 / -9.141 eV
- 2S+1: 2

Cartesian coordinates (Å):
H -0.916 -1.486 -4.080
C -1.307 3.346 0.600
H 4.830 0.630 1.918
H -1.470 -3.167 -5.776
C -2.503 2.596 0.641
H -3.388 -0.397 6.115
C -4.550 1.997 1.926
O 1.837 2.616 -6.150
H -1.452 4.963 2.139
H -3.098 -3.698 -1.138
O -1.434 0.792 2.510
H 1.091 5.458 1.436
C -2.587 -4.410 -4.410
H 1.710 -3.654 1.060
C -3.465 0.076 -1.886
H -4.048 -0.496 -2.591
H -2.682 -6.297 -7.042
N 0.379 -0.837 -0.039
N 1.945 1.310 0.419
C 0.095 -3.063 -0.331
H -6.149 1.340 3.156
H 3.475 1.512 -4.595
H -5.203 2.232 1.094
H -1.316 -5.268 -6.570
C -3.056 -4.534 -3.103
C 5.199 -3.444 6.590
O -4.952 0.654 5.233
H -4.750 1.767 -1.351
H 4.804 -2.207 1.009
H -2.294 1.178 5.037
H -0.312 -3.989 -0.707
H -2.837 -4.531 -7.142
C 3.971 2.288 0.742
H 4.321 -4.067 6.775
C 1.308 -1.502 0.724
C -2.717 1.584 -0.409
H 1.142 4.392 -6.988
C -3.824 1.224 -1.250
H 4.759 3.023 0.674
C 5.198 -2.847 3.011
C 2.396 -0.879 1.373
C -4.251 1.178 4.210
H 3.107 -2.398 5.647
H 0.524 4.818 -2.400
N -0.325 2.992 -0.286
C 2.685 2.400 0.172
C 1.969 3.388 -0.664
H -3.841 1.130 6.920
C -3.168 2.294 1.835
C -2.932 1.411 4.197
O 5.570 -3.470 5.221
H 6.154 -3.298 2.778
C 4.743 -2.886 4.326
C -2.735 -3.586 -2.154
C -4.220 0.257 6.384
C 3.211 -1.665 2.340
H -0.107 3.157 -6.667
C -2.161 -0.280 -1.391
Fe 0.040 1.025 0.121
H 1.065 2.924 -7.984
H -4.917 -0.286 7.013
C 1.145 4.068 -2.874
C 1.058 3.875 -4.235
C 2.911 2.412 -2.736
O -2.924 -5.405 -5.256
C -5.082 1.501 3.065
C 3.497 -2.348 4.640
C -1.510 -1.466 -1.502
H -1.558 2.731 3.231
C 0.440 4.691 1.043
C 2.741 -1.739 3.648
H 3.644 1.864 -2.156
C 2.029 3.309 -2.075
C -1.517 -2.346 -3.804
H 1.775 -1.308 3.890
C 0.746 3.790 -0.010
C 1.121 -2.891 0.572
C 0.923 3.323 -6.987
C 1.876 2.918 -4.847
C -1.957 -2.480 -2.492
C 4.004 1.066 1.376
C -0.861 4.439 1.401
H 0.366 4.468 -4.816
H -3.670 -5.390 -2.851
C -1.826 -3.300 -4.764
O -0.237 1.260 1.916
H 5.000 -2.425 6.927
C -0.372 -1.776 -0.665
C -2.404 -5.358 -6.575
C -2.243 1.920 2.979
C 2.748 0.443 1.138
H 6.045 -3.845 7.139
C 2.826 2.213 -4.084
C 4.441 -2.236 2.030
N -1.739 0.712 -0.510

=====

3.
This record from the OMol25 dataset describes 2 unconnected molecules or ions with the total composition C3H5B at a distorted geometry. The level of theory is ωB97M-V/def2-TZVPD.

Output
- Total charge: 0
- HOMO-LUMO gap: 0.3125 Eh
- LUMO energy: 0.0015 Ha
- Energy above the lowest of the compared OMol25 structures with the same formula, charge and spin: 4.4173 eV
- E_HOMO: -8.461 eV

Cartesian coordinates (Å):
B 0.735 -1.201 -0.067
H 1.085 -1.434 2.117
H -1.986 0.637 0.809
C -0.120 -0.085 -0.588
H 0.598 2.229 -0.225
C -1.067 0.757 0.298
H -0.452 -0.189 -1.626
C -0.029 1.381 -0.119
H 1.236 -2.096 -0.599